1.
13
Properties=species:S:1:pos:R:3:forces:R:3 method="wB97M-V/def2-TZVPD" e_lumo_ev=4.402 orbital_gap_ha=0.237 homo_ev=-2.06 charge=-1
C -1.5724 0.4116 1.6767 -0.2 -0.4 0.7
O -0.4494 1.2158 1.6575 0.1 0.8 0.2
H -1.4841 -0.3775 2.4525 0.2 -0.1 -0.3
H -1.7717 -0.0669 0.7130 -0.1 0.0 0.0
H -2.4673 0.9587 2.0214 0.0 0.2 -0.4
C 0.5643 -1.3027 -1.7314 -0.1 -0.1 0.0
C 1.3242 -0.2256 -1.3811 0.2 0.3 0.3
N 1.0486 0.7143 -0.4630 -0.2 0.1 0.3
H -0.3215 -1.5513 -1.1554 -0.1 0.1 -0.1
H 0.8921 -2.0098 -2.4823 0.1 0.1 -0.1
H 2.2869 -0.1037 -1.9011 0.0 -0.2 -0.1
H 1.8793 1.2306 -0.1938 0.1 0.1 -0.4
H 0.0711 1.1065 0.7871 -0.1 -0.7 -0.1


2.
61
Properties=species:S:1:pos:R:3:forces:R:3 method="wB97M-V/def2-TZVPD" e_lumo_ev=2.640 orbital_gap_ha=0.246 homo_ev=-4.04 charge=-1
C 6.5556 0.5609 -0.6454 -0.8 -0.2 0.3
C 5.9877 -0.8031 -1.2470 0.9 -1.1 0.7
N 6.5378 -1.9602 -0.9216 -1.0 2.9 -0.5
C 4.7063 -0.6946 -2.2120 0.6 0.7 -0.5
N 3.8988 -1.9372 -2.2797 0.8 0.4 1.2
C 3.2791 -2.2970 -0.9806 -1.1 -0.5 -0.2
C 1.9342 -1.4771 -0.6289 0.0 -1.0 1.5
O 1.6787 -0.3720 -1.5174 -0.4 -0.9 1.3
C 0.7664 0.5961 -0.9522 -1.3 1.0 -0.6
C -0.4639 -0.0322 -0.1398 -0.3 0.3 0.6
N -1.2461 -1.0619 -0.8996 0.3 -0.5 -0.2
C 0.1097 1.3813 -2.2217 0.5 -0.2 0.8
O 1.1585 1.4060 -3.2472 -0.4 -1.0 2.5
O 0.6954 2.1886 -4.2716 -0.4 1.9 -2.3
C 1.4562 1.7236 -0.0436 3.4 3.8 2.2
O 1.0092 1.8937 1.1522 0.1 -1.3 -2.8
O 2.4794 2.5388 -0.4703 -4.0 -4.0 0.2
H 7.6051 0.4514 -0.1787 -1.5 0.0 -1.1
H 6.5031 1.3993 -1.4221 0.1 -1.1 1.2
H 5.8692 0.8358 0.2430 0.9 -0.2 -1.6
H 7.3422 -1.7420 -0.2930 -0.7 -0.2 -0.6
H 4.0962 0.2511 -1.9565 0.9 -1.3 0.0
H 5.1313 -0.5092 -3.2704 -0.5 -0.2 1.5
H 3.2102 -1.9189 -3.0415 0.4 0.3 0.7
H 3.9680 -2.2104 -0.0801 -0.4 0.0 -1.6
H 3.0010 -3.4175 -1.0557 0.4 1.7 0.2
H 1.0752 -2.2532 -0.6266 1.1 1.3 -0.2
H 2.0167 -1.1405 0.4752 -0.1 -0.2 -1.7
H -1.1870 0.8382 0.0706 1.3 -1.2 -0.2
H -0.1571 -0.4889 0.8655 -0.1 1.0 -1.4
H -0.6874 -1.5177 -1.6344 -0.2 0.4 0.5
H -1.5723 -1.8231 -0.2794 0.4 0.8 -0.4
H -0.1417 2.4436 -1.8521 0.4 -1.6 -0.8
H -0.8291 0.8377 -2.6077 1.4 0.8 0.5
H 1.4226 2.8285 -4.4694 -0.6 -0.8 0.7
C -3.0845 -2.2874 3.6198 -0.3 0.0 -0.3
C -2.5026 -3.5009 4.3109 0.0 -0.2 0.4
C -1.1722 -3.6601 3.6004 0.3 0.0 -0.3
O -0.7528 -2.3479 3.2069 -0.4 -0.2 0.1
C -1.8502 -1.4409 3.3790 0.3 0.3 0.0
H -3.8475 -1.7714 4.2054 0.1 0.0 0.0
H -3.5284 -2.5822 2.6629 0.0 0.1 0.1
H -2.3363 -3.2801 5.3705 0.0 0.0 -0.1
H -3.1318 -4.3904 4.2424 0.1 0.0 0.0
H -1.2758 -4.2655 2.6932 0.0 -0.1 0.1
H -0.4085 -4.1141 4.2365 0.0 0.1 -0.1
H -1.6283 -0.8076 4.2446 -0.1 0.1 0.0
H -1.9432 -0.8044 2.4965 0.2 0.0 0.0
C -5.1607 3.8424 -0.9911 -0.3 0.0 -0.3
C -5.1759 3.3393 0.4349 0.0 0.2 0.4
C -4.3980 2.0430 0.3194 0.2 -0.3 -0.1
O -3.4545 2.2188 -0.7439 -0.4 0.3 0.1
C -3.7834 3.4158 -1.4599 0.4 0.0 0.0
H -5.3271 4.9176 -1.0800 0.0 -0.1 0.0
H -5.9309 3.3271 -1.5751 0.0 0.1 0.0
H -4.6389 4.0409 1.0815 0.0 -0.1 0.0
H -6.1793 3.1998 0.8419 0.1 0.0 0.0
H -5.0542 1.2076 0.0509 -0.1 0.0 0.1
H -3.8689 1.7880 1.2407 0.1 0.0 -0.1
H -3.0290 4.1711 -1.2142 0.0 0.0 -0.1
H -3.7462 3.2233 -2.5344 0.1 -0.1 0.1


3.
12
Properties=species:S:1:pos:R:3:forces:R:3 method="wB97M-V/def2-TZVPD" e_lumo_ev=-0.747 orbital_gap_ha=0.314 homo_ev=-9.29
C 1.0894 -1.1365 -1.7393 -0.8 1.5 2.0
C -0.7158 -0.6806 0.8087 0.2 -0.4 0.1
C -1.2077 0.3547 -0.1934 -0.1 0.2 -0.4
C 0.2009 0.2979 0.2112 0.5 0.2 0.1
N 1.4512 -1.7874 -2.6173 0.3 -0.5 -0.7
N 1.0648 1.1870 0.7217 -0.8 -1.3 -1.0
H -0.9893 -0.5664 1.8510 0.2 0.2 0.0
H -0.6705 -1.7101 0.4897 0.1 0.1 -0.2
H -1.4829 0.0073 -1.1769 0.2 -0.1 0.0
H -1.8194 1.1750 0.1614 0.2 0.1 0.1
H 1.8203 0.8362 1.2895 0.0 0.0 0.1
H 1.2591 2.0230 0.1937 0.0 0.0 -0.1


4.
75
Properties=species:S:1:pos:R:3:forces:R:3 method="wB97M-V/def2-TZVPD" e_lumo_ev="-9.267 / -9.136" orbital_gap_ha="0.161 / 0.188" homo_ev="-13.66 / -14.25" charge=+3 multiplicity=7
Eu 0.8932 -2.3484 -0.8766 -1.2 -0.1 3.0
P 1.1488 1.5195 1.3607 0.8 0.9 -0.3
P -0.9344 1.0021 1.8725 -1.1 0.0 0.5
P -1.9517 3.7417 -2.4371 -0.3 0.3 0.4
H 0.3598 -4.6252 -2.8637 -0.2 0.7 -0.4
C 0.2569 -3.5666 -3.1893 -0.3 0.6 -0.5
C 1.7538 -2.9322 -3.2608 0.0 0.5 -0.4
H 2.4809 -3.7012 -2.8904 -0.5 0.8 -0.4
C 2.2698 0.1126 1.4729 -0.1 -0.6 -0.1
C 1.6621 2.7206 2.6106 -0.3 0.0 0.2
C 1.2553 2.2734 -0.2661 -0.3 0.2 -0.2
C -1.7743 -0.0154 0.6448 0.3 -0.3 -0.2
C -0.9183 0.1330 3.4516 0.3 0.0 0.1
C -1.8368 2.5491 2.0985 0.2 0.3 -0.1
C -2.5589 4.7138 -3.8814 0.3 -0.4 -0.1
C -1.5340 5.1165 -1.2648 0.1 -0.1 -0.4
C -3.5636 3.1225 -1.7679 0.2 -0.1 -0.3
H 0.0309 -3.5429 -4.3065 -0.6 -0.2 1.8
H 1.8570 -2.8432 -4.3839 0.6 0.2 1.5
H 2.4682 -0.3004 0.4619 0.0 0.3 0.5
H 1.8431 -0.6738 2.1111 0.2 0.1 0.0
H 3.2225 0.4442 1.9235 -0.4 0.0 -0.2
H 1.4454 2.3592 3.6257 0.1 0.1 -0.2
H 1.1608 3.6851 2.4550 0.1 -0.2 0.0
H 2.7471 2.8595 2.5102 -0.2 0.0 0.0
H 0.8659 1.6089 -1.0511 0.1 0.1 0.1
H 2.3133 2.4880 -0.4768 -0.1 -0.1 0.1
H 0.7022 3.2236 -0.2980 0.1 -0.2 0.1
H -2.8617 0.1785 0.6918 0.4 -0.1 0.1
H -1.5734 -1.0857 0.8427 -0.2 0.5 0.0
H -1.4123 0.2237 -0.3644 -0.2 0.1 0.0
H -1.9543 0.0607 3.8150 0.2 0.0 -0.1
H -0.3212 0.6750 4.1991 -0.2 -0.1 -0.2
H -0.5085 -0.8768 3.3224 -0.1 0.2 0.1
H -2.8042 2.3077 2.5611 0.2 0.0 -0.1
H -2.0131 3.0504 1.1360 0.1 -0.2 0.2
H -1.2927 3.2334 2.7641 -0.2 -0.2 -0.1
H -3.4995 5.2270 -3.6428 0.3 0.0 -0.1
H -2.7126 4.0147 -4.7172 -0.1 0.3 0.2
H -1.7849 5.4349 -4.1799 -0.3 -0.2 0.0
H -2.2448 5.9516 -1.3459 0.3 -0.2 0.2
H -0.5241 5.4566 -1.5466 -0.4 0.1 0.2
H -1.4864 4.7351 -0.2342 -0.1 0.2 -0.1
H -4.3738 3.8435 -1.9450 0.1 -0.3 0.3
H -3.4690 2.8810 -0.6992 -0.2 0.1 -0.2
H -3.7749 2.1872 -2.3109 -0.2 0.3 0.2
C 0.1804 0.0375 -3.2603 2.8 0.1 0.7
C -1.1200 -0.4046 -3.1112 -1.6 -2.5 0.3
C -1.6189 -1.7297 -2.5729 -0.6 1.3 1.3
C -0.9124 -2.9283 -2.2876 0.0 -1.0 -0.7
C 2.0956 -1.5400 -2.5404 2.4 -2.2 -1.0
C 1.6092 -0.2867 -2.8317 -1.2 0.6 1.1
S 0.5321 1.4863 -4.1023 3.0 -0.9 -3.6
H -0.2358 2.2729 -3.5982 -3.6 3.1 1.9
H -1.9344 0.3143 -3.4471 1.2 -1.1 0.4
H -2.7314 -1.6135 -2.1842 2.4 -0.5 -0.6
H -1.1233 -3.7047 -1.3924 -0.8 1.6 -2.3
H 2.9157 -1.7861 -1.6974 -0.5 1.3 -2.3
H 2.2606 0.6844 -2.6834 -1.3 -2.3 -0.1
C 3.8522 -2.9804 2.4703 0.9 0.2 0.6
N 2.4821 -3.2317 2.8397 -1.7 -1.2 -2.6
C 1.8614 -3.0109 4.0303 8.4 3.3 3.5
C 0.6574 -3.3469 3.9774 -8.7 -1.8 1.6
N 0.3682 -3.8226 2.7251 2.3 0.0 -2.0
C -0.8946 -4.3335 2.2680 -1.0 -0.4 0.4
C 1.5463 -3.8076 1.9636 -0.2 0.1 2.0
Se 1.8955 -4.7667 0.3610 0.0 0.4 0.7
H 4.5027 -3.2568 3.3184 -0.2 0.1 -0.5
H 4.0064 -1.9143 2.2402 0.0 -0.4 0.1
H 4.1019 -3.5826 1.5985 0.0 0.0 0.1
H 2.5094 -2.5980 4.9280 -1.7 -1.0 -2.0
H -0.1919 -3.3694 4.7643 1.9 0.2 -1.4
H -1.2966 -5.0177 3.0353 0.1 0.2 -0.5
H -1.6182 -3.5120 2.1278 0.2 -0.3 0.0
H -0.7537 -4.8732 1.3305 0.0 0.0 0.2


Please write out number 3 again, unchanged.
12
Properties=species:S:1:pos:R:3:forces:R:3 method="wB97M-V/def2-TZVPD" e_lumo_ev=-0.747 orbital_gap_ha=0.314 homo_ev=-9.29
C 1.0894 -1.1365 -1.7393 -0.8 1.5 2.0
C -0.7158 -0.6806 0.8087 0.2 -0.4 0.1
C -1.2077 0.3547 -0.1934 -0.1 0.2 -0.4
C 0.2009 0.2979 0.2112 0.5 0.2 0.1
N 1.4512 -1.7874 -2.6173 0.3 -0.5 -0.7
N 1.0648 1.1870 0.7217 -0.8 -1.3 -1.0
H -0.9893 -0.5664 1.8510 0.2 0.2 0.0
H -0.6705 -1.7101 0.4897 0.1 0.1 -0.2
H -1.4829 0.0073 -1.1769 0.2 -0.1 0.0
H -1.8194 1.1750 0.1614 0.2 0.1 0.1
H 1.8203 0.8362 1.2895 0.0 0.0 0.1
H 1.2591 2.0230 0.1937 0.0 0.0 -0.1